1.
ORCA calculation (the ωB97M-V functional and the def2-TZVPD basis) on a molecular structure, C18H48MnNO13S4 in a non-equilibrium geometry.

Last column: Mulliken charge in e.
Geometry (Å):
1 Mn -1.72167 -2.03591 2.39911  0.97
2 O -1.54376 -0.89285 0.92966  0.35
3 H -1.10129 -0.22552 0.38861  -0.19
4 C 4.68856 1.78829 -4.34739  -1.56
5 C 3.75429 1.20414 -3.29860  -0.11
6 N 2.39219 1.01258 -3.75005  0.25
7 C 1.54193 0.29246 -2.81173  -0.87
8 C 1.21458 1.04663 -1.51884  0.36
9 C 1.78753 2.22017 -4.30384  -0.31
10 C 0.46428 1.89370 -5.02328  -1.36
11 H 5.71920 1.58148 -4.05394  0.45
12 H 4.58610 2.86777 -4.44646  0.35
13 H 4.55247 1.30952 -5.31687  0.36
14 H 4.16822 0.22159 -3.02860  0.21
15 H 3.80941 1.74936 -2.33895  0.28
16 H 2.12605 -0.59157 -2.52940  -0.07
17 H 0.68351 -0.06467 -3.37932  0.38
18 H 2.13371 1.40248 -1.05339  0.27
19 H 0.68815 0.39276 -0.81943  -0.33
20 H 0.62361 1.93826 -1.73427  -0.11
21 H 1.57780 2.99764 -3.55468  0.26
22 H 2.44926 2.54143 -5.10373  0.49
23 H 0.15243 2.72329 -5.65804  0.44
24 H 0.60467 0.99558 -5.62220  0.37
25 H -0.36469 1.75375 -4.32343  0.19
26 O 1.89081 -0.66223 4.43328  -0.67
27 S 0.65890 -0.02810 4.19412  0.97
28 O -0.32563 -0.77506 3.43728  -0.12
29 O 0.05108 0.32787 5.55222  -0.33
30 C -1.26624 1.02086 5.61028  0.29
31 C -2.07151 0.38352 6.70815  -1.33
32 C 0.88071 1.52060 3.42923  -0.75
33 H -1.72275 0.96478 4.62694  -0.03
34 H -0.98821 2.02062 5.93278  0.32
35 H -2.39102 -0.64027 6.52256  0.31
36 H -2.99554 0.96877 6.78772  0.40
37 H -1.58566 0.47710 7.67577  0.34
38 H 1.61090 2.04195 4.04303  0.49
39 H -0.07382 2.03612 3.34937  0.28
40 H 1.24703 1.38265 2.41355  0.17
41 O -1.03938 -4.48327 -3.17613  -0.66
42 S -1.33056 -3.13770 -2.86857  1.21
43 O -1.52141 -2.16315 -3.88871  -0.60
44 O -2.61581 -3.15601 -1.92106  -0.37
45 C -3.39494 -1.97049 -1.75084  0.40
46 C -4.81604 -2.16209 -2.23126  -1.37
47 C -0.20699 -2.57302 -1.63959  -0.29
48 H -2.99765 -1.08491 -2.25852  0.28
49 H -3.32388 -1.65500 -0.70454  -0.14
50 H -4.85617 -2.43367 -3.27960  0.35
51 H -5.34049 -1.21745 -2.04210  0.36
52 H -5.37230 -2.82534 -1.56558  0.34
53 H 0.79832 -2.60440 -2.05438  0.47
54 H -0.25103 -3.35612 -0.88146  0.28
55 H -0.54615 -1.66816 -1.15181  -0.48
56 O -0.06842 -3.20073 1.87944  -0.51
57 S 1.29492 -3.63224 1.73265  0.79
58 O 1.54897 -4.67788 0.83163  -0.54
59 O 2.07351 -2.35989 1.30880  0.09
60 C 3.47675 -2.50969 0.95466  -0.57
61 C 3.84353 -1.42290 -0.04025  -1.04
62 C 1.92723 -3.96245 3.32836  -1.03
63 H 3.70586 -3.48533 0.53260  0.49
64 H 4.05159 -2.35043 1.86945  0.32
65 H 4.90782 -1.51937 -0.24831  0.45
66 H 3.62388 -0.42110 0.32590  0.32
67 H 3.26560 -1.55526 -0.95538  0.12
68 H 2.98352 -4.20739 3.31612  0.39
69 H 1.38377 -4.84315 3.68556  0.44
70 H 1.64927 -3.14469 3.98937  0.18
71 O -2.11992 5.50211 0.69530  -0.63
72 S -1.82763 4.12414 0.64932  1.10
73 O -0.74982 3.55480 1.40367  -0.55
74 O -3.16598 3.38496 1.10002  -0.41
75 C -3.00465 2.00271 1.48036  0.88
76 C -4.27263 1.21821 1.23160  -1.25
77 C -1.73273 3.63432 -1.05907  -0.69
78 H -2.77437 2.02655 2.54912  0.04
79 H -2.15676 1.51802 1.00483  -0.28
80 H -4.91021 1.17363 2.11525  0.36
81 H -4.01017 0.18881 0.97568  0.10
82 H -4.90340 1.57314 0.41767  0.39
83 H -2.63133 4.05896 -1.49651  0.43
84 H -1.65154 2.55244 -1.10300  0.09
85 H -0.84776 4.10895 -1.47792  0.35

Results
* lowest unoccupied orbital energy (spin up / spin down): -4.78 / -4.83 eV
* spin multiplicity: 6
* net charge: +1
* HOMO level (spin up / spin down): -10.223 / -10.223 eV
* DFT total energy: -122204.93857 eV

---

2.
ORCA calculation (the ωB97M-V functional and the def2-TZVPD basis) on C3H5N3OS in the gas phase in a non-equilibrium geometry.

Last column: Mulliken charge in e.
Geometry (Å):
1 H -2.09218 1.71344 -0.01211  0.30
2 N -1.15122 2.12086 0.03228  -0.64
3 C -0.30350 1.20709 -0.09011  0.49
4 O 1.05121 1.49019 -0.06101  -0.35
5 C 1.79228 0.36397 -0.03437  0.21
6 S 3.39679 0.36223 -0.01861  -0.29
7 C 0.84810 -0.81340 -0.02078  -0.28
8 N -0.41839 -0.16679 -0.28319  0.22
9 N -1.64758 -0.75330 0.03716  -0.67
10 H 0.89979 -1.31241 0.95000  0.27
11 H 1.10260 -1.56607 -0.80768  0.26
12 H -1.87662 -1.44044 -0.63694  0.24
13 H -1.60128 -1.20537 0.94536  0.24

Results
* lowest unoccupied orbital energy: 0.00 eV
* HOMO level: -9.241 eV
* DFT total energy: -20543.82445 eV

---

3.
ORCA calculation (the ωB97M-V functional and the def2-TZVPD basis) on C2H3N3O in the gas phase.

Last column: Mulliken charge in e.
Geometry (Å):
1 O -0.20368 1.77874 0.87984  -0.50
2 C -0.13664 0.62370 0.19275  0.45
3 N -0.50993 0.35286 -1.03402  -0.52
4 C -0.25706 -0.98655 -1.11321  -0.02
5 N 0.23893 -1.54065 -0.02750  -0.66
6 N 0.32670 -0.47965 0.80273  0.23
7 H 0.39709 2.42685 0.49832  0.35
8 H -0.46639 -1.57888 -1.99393  0.41
9 H 0.56536 -0.58450 1.77482  0.25

Results
* lowest unoccupied orbital energy: 0.55 eV
* HOMO level: -9.878 eV
* DFT total energy: -8640.03678 eV

---

4.
ORCA calculation (the ωB97M-V functional and the def2-TZVPD basis) on C6H14N2Si in the gas phase in a non-equilibrium geometry.

Last column: Mulliken charge in e.
Geometry (Å):
1 C 1.62750 -0.33258 -2.36752  0.21
2 C 2.39025 -0.76969 -1.10673  -0.92
3 C 1.32468 -1.68923 -0.31901  -0.31
4 C 0.10400 1.53687 1.04233  -1.34
5 C -1.66303 -0.84921 1.60359  -1.22
6 C -2.14770 1.06349 -0.99488  -1.12
7 N 0.42884 -0.35684 -2.54878  -0.45
8 N 0.03752 -1.22601 -0.65246  -0.34
9 Si -0.82189 0.14546 0.12502  0.56
10 H 2.33917 0.16600 -3.18967  0.29
11 H 3.29575 -1.27055 -1.41352  0.42
12 H 2.71574 0.08609 -0.69801  0.38
13 H 1.50132 -2.66142 -0.86205  0.36
14 H 1.62072 -1.55427 0.76438  0.25
15 H 0.90807 1.11788 1.63618  0.34
16 H 0.51966 2.06924 0.33430  0.49
17 H -0.43332 2.08077 1.81068  0.37
18 H -1.37705 -0.24300 2.45129  0.36
19 H -2.73438 -0.74035 1.59982  0.34
20 H -1.28622 -1.81731 1.77657  0.34
21 H -3.04645 1.10891 -0.38251  0.31
22 H -1.74783 2.05018 -1.08459  0.32
23 H -2.27282 0.65553 -1.93995  0.36

Results
* lowest unoccupied orbital energy (spin up / spin down): -0.15 / -0.15 eV
* HOMO level (spin up / spin down): -8.771 / -8.828 eV
* DFT total energy: -17303.59631 eV

---

5.
ORCA calculation (the ωB97M-V functional and the def2-TZVPD basis) on CH5O2P in the gas phase in a non-equilibrium geometry.

Last column: Mulliken charge in e.
Geometry (Å):
1 O 0.75299 -0.16102 1.11649  -0.51
2 C 0.56800 -0.11668 -0.28891  -0.33
3 P -0.77578 1.04076 -0.63867  0.11
4 O -1.93868 0.25704 0.16347  -0.43
5 H 0.50503 -1.10661 1.50013  0.32
6 H 0.38190 -1.20519 -0.63078  0.31
7 H 1.49150 0.44967 -0.69994  0.22
8 H -0.31676 1.90405 0.30510  0.01
9 H -2.60142 0.20522 -0.42943  0.31

Results
* lowest unoccupied orbital energy: 0.79 eV
* HOMO level: -8.942 eV
* DFT total energy: -14500.61754 eV

---

6.
ORCA calculation (the ωB97M-V functional and the def2-TZVPD basis) on 2 unconnected molecules or ions with the total composition C3H4N2O.

Last column: Mulliken charge in e.
Geometry (Å):
1 C -1.10241 -1.51854 -0.26115  -0.13
2 N -1.06318 -2.62135 -0.61545  0.46
3 O -1.03817 -3.77063 -0.98370  -0.63
4 H -1.03949 -0.49126 0.06490  0.34
5 C 2.03382 1.07417 -0.18653  -0.49
6 C 0.90982 1.27217 0.19576  0.10
7 N -0.38792 1.41934 0.60565  -0.59
8 H 3.03295 0.90909 -0.52222  0.42
9 H -0.87797 2.14853 0.09836  0.26
10 H -0.46745 1.57848 1.60439  0.26

Results
* lowest unoccupied orbital energy: 0.52 eV
* HOMO level: -9.611 eV
* DFT total energy: -8198.40532 eV

---

7.
ORCA calculation (the ωB97M-V functional and the def2-TZVPD basis) on C3H3BrS in the gas phase in a non-equilibrium geometry.

Last column: Mulliken charge in e.
Geometry (Å):
1 C -0.50489 0.07636 -0.45632  -0.28
2 C -2.20715 0.12949 -0.38778  -0.26
3 C 0.71184 -0.61540 0.32113  -0.43
4 S -1.45494 1.45110 0.15860  0.05
5 Br 2.23108 0.62011 0.12838  -0.14
6 H -0.15688 0.39161 -1.36156  0.42
7 H 1.06176 -1.60606 0.24683  0.41
8 H 0.31918 -0.44721 1.35072  0.22

Results
* lowest unoccupied orbital energy: -0.42 eV
* HOMO level: -9.493 eV
* DFT total energy: -84032.80430 eV

---

8.
ORCA calculation (the ωB97M-V functional and the def2-TZVPD basis) on a molecular structure, C6H10O in a non-equilibrium geometry.

Last column: Mulliken charge in e.
Geometry (Å):
1 C 0.32455 0.05707 1.31742  -0.91
2 C 1.88327 -0.99639 -0.31678  -1.10
3 C -1.39968 1.48144 -0.36844  -1.22
4 C 1.12809 0.30785 0.10257  1.05
5 C -0.83869 0.12739 -0.05944  0.76
6 C -1.43649 -0.99737 -0.43221  -0.96
7 O 1.62777 1.39573 -0.20779  -0.66
8 H 0.25206 -0.95793 1.69300  0.29
9 H 0.29532 0.89207 2.01550  0.33
10 H 1.23245 -1.86501 -0.36152  0.29
11 H 2.66789 -1.19327 0.40999  0.31
12 H 2.29912 -0.80102 -1.30115  0.33
13 H -2.28564 1.40500 -0.99640  0.39
14 H -0.66212 2.08946 -0.89053  0.31
15 H -1.66517 2.01077 0.54790  0.28
16 H -1.04831 -1.97348 -0.18482  0.24
17 H -2.37440 -0.98230 -0.96731  0.29

Results
* lowest unoccupied orbital energy: 0.27 eV
* HOMO level: -8.893 eV
* DFT total energy: -8428.99788 eV